No. 1
C4H7NO3 | ωB97M-V/def2-TZVPD

Output
**SMILES**: NO[C@@]1(C=O)C[C@@H]1O
**Strongest force on any atom**: 3.19 eV/A
**Energy relative to the best compared isomer or geometry (same formula, charge and spin)**: 129.48 kcal/mol
**HOMO-LUMO gap**: 9.69 eV
**Electronic energy**: -436.93705 Ha

The geometry in XYZ format:
```
15
C4H7NO3 | OMol25 | ωB97M-V/def2-TZVPD
O -2.23578 -1.21124 -0.29628
O -0.75128 2.21895 1.28616
O 0.85281 -0.02800 1.13833
N 2.31331 0.08220 0.89325
C -0.03649 0.24634 0.13460
C -0.87566 -1.10476 -0.14492
C -0.82023 1.51220 0.31961
C 0.12205 -0.49868 -1.16661
H -2.50839 -0.83300 -1.17403
H -0.33414 -0.09734 -2.08376
H 2.87401 -0.05852 1.78547
H 2.45889 1.15578 0.68746
H -0.49856 -1.99657 0.38432
H -1.60108 1.69786 -0.57138
H 1.04053 -1.08523 -1.19223
```

=====

No. 2
C13H14F3MnNO4S | ωB97M-V/def2-TZVPD

Output
**⟨S²⟩**: 1.0912
**Strongest force on any atom**: 1.37 eV/A
**Total charge**: +2
**Energy relative to the best compared isomer or geometry (same formula, charge and spin)**: 0.00 kcal/mol
**Multiplicity**: 2
**HOMO-LUMO gap (alpha / beta)**: 5.16 / 6.56 eV
**Electronic energy**: -2707.62989 Ha

The geometry in XYZ format:
```
37
C13H14F3MnNO4S | OMol25 | ωB97M-V/def2-TZVPD
Mn -0.20051 0.69316 -1.17736
S -1.82583 -3.35001 -0.98430
F -3.10672 3.12461 -3.49987
F -1.76573 4.59612 -2.63911
F -3.42160 3.82523 -1.46856
O 1.06007 0.32740 -2.62528
O -2.13648 1.28105 -1.51025
O -0.08639 1.41034 0.69897
O -0.36972 2.52438 -1.73664
N -0.49586 -1.18236 -0.74061
C 0.12108 -4.44288 0.74684
C 1.85949 -2.93959 1.51670
C 1.33193 -1.88528 0.80118
C -0.41071 -3.37770 0.02592
C -0.53892 1.88388 3.04603
C 3.07451 0.90790 -1.30260
C -2.51204 3.53763 -2.39093
C 1.26103 -4.20665 1.48817
C -1.62995 2.38702 -1.85121
C 0.18231 -2.11481 0.04633
C 1.68975 0.61592 -1.65650
C -1.56211 -1.72783 -1.31608
C -0.79814 0.92705 1.91287
H -0.96309 1.47448 3.96228
H -1.00903 2.85254 2.86887
H 3.21309 1.03834 -0.23403
H -0.40505 -0.06809 2.10835
H -0.34258 -5.41967 0.72794
H 0.53108 2.01980 3.21021
H 3.34202 1.83040 -1.83445
H 2.74705 -2.79019 2.11615
H 3.70786 0.10389 -1.69195
H -1.85457 0.86298 1.65650
H -2.23941 -1.16877 -1.94897
H 1.69958 -5.01302 2.05925
H 0.07017 2.36280 0.78285
H 1.78338 -0.90008 0.83330
```

=====

No. 3
C6H17N2 | ωB97M-V/def2-TZVPD

Output
**SMILES**: CC(C)C[NH2+]CCN
**Strongest force on any atom**: 3.02 eV/A
**Total charge**: +1
**Energy relative to the best compared isomer or geometry (same formula, charge and spin)**: 31.53 kcal/mol
**HOMO-LUMO gap**: 10.68 eV
**Electronic energy**: -348.04061 Ha

The geometry in XYZ format:
```
25
C6H17N2 | OMol25 | ωB97M-V/def2-TZVPD
N -2.87962 0.81030 -1.07619
N -0.46828 0.49824 0.20416
C -1.64924 0.64389 1.17701
C 2.03413 0.29926 -1.25977
C 2.75316 -1.59007 0.37143
C 1.91855 -0.33371 0.13170
C 0.41483 -0.73194 0.27808
C -3.01209 0.68162 0.33121
H 1.39607 1.17080 -1.17874
H 0.17707 -1.09005 1.30103
H -1.55010 -0.18588 1.88831
H 3.24583 -1.61347 1.35334
H 1.66931 -0.35227 -2.05787
H 2.30265 -2.56064 0.17735
H 2.22949 0.38001 0.91810
H -2.90936 1.74508 -1.43076
H -3.42190 -0.30613 0.66904
H 2.99530 0.63130 -1.63111
H -3.05219 -0.05260 -1.55086
H -0.69808 0.71826 -0.77524
H -0.01210 1.39874 0.38478
H -1.56488 1.59078 1.71191
H -3.66272 1.39163 0.82282
H 0.16357 -1.50123 -0.42730
H 3.58061 -1.64192 -0.33243
```

=====

No. 4
C23H31CaCl2N4O3 | ωB97M-V/def2-TZVPD

Output
**Strongest force on any atom**: 4.37 eV/A
**Total charge**: -1
**HOMO-LUMO gap**: 3.22 eV
**Electronic energy**: -2937.84275 Ha

The geometry in XYZ format:
```
64
C23H31CaCl2N4O3 | OMol25 | ωB97M-V/def2-TZVPD
Ca 0.31417 -0.23059 0.43860
Cl -1.01715 -0.65903 -1.70285
Cl 1.47340 2.00301 0.94114
O 0.48258 0.65428 -3.60041
O 2.37384 -1.46127 0.55573
O -0.92354 -2.06195 1.31245
N -1.30205 -4.21714 0.63659
N 3.69000 0.24365 -0.22685
N 3.49062 0.96110 7.19064
N 0.57112 -0.44865 3.60523
C 2.59187 0.60842 6.52368
C -0.71255 -0.88436 5.58761
C 1.00202 2.52001 -5.57842
C -0.32964 0.71745 -4.51375
C 1.55156 0.09907 4.32018
C 0.14063 3.81162 -7.43519
C -1.01295 -5.24925 -0.34129
C -0.49956 -0.97868 4.19493
C 2.98436 0.35987 -1.51003
C -4.30318 1.35960 3.00055
C -2.59619 2.14221 0.14944
C 0.31487 -0.35719 6.35965
C -2.07297 -4.62931 1.80146
C 3.34009 -0.66457 0.69109
C -0.86955 -2.97547 0.45939
C -2.57434 1.15346 1.19936
C -3.11225 0.69805 2.29145
C -0.15422 1.71637 -5.63137
C -0.93893 2.92133 -7.56051
C 4.71977 1.23732 0.06677
C 1.12318 3.59578 -6.45751
C 1.48967 0.10700 5.73046
C -1.07610 1.85434 -6.67665
H 4.28680 2.24316 0.14913
H 1.98469 4.25886 -6.35272
H -1.65872 -1.21765 6.01214
H 3.97324 -0.64067 1.59716
H -3.50122 2.77235 0.17165
H 1.77227 2.31383 -4.82387
H 2.37182 1.27655 -1.52913
H -1.67961 3.07991 -8.33931
H 2.32552 -0.50964 -1.66426
H -0.44670 -2.77002 -0.54398
H 3.73694 0.40808 -2.30943
H -2.76678 -0.20912 2.80786
H 2.36125 0.58365 3.75616
H -1.94068 -5.63594 -0.77115
H 5.19004 0.96126 1.01783
H -3.03227 -5.04113 1.46571
H 5.46672 1.21554 -0.73603
H -0.39545 -4.82853 -1.13577
H -2.23800 -3.79097 2.47852
H -2.52727 1.63665 -0.83310
H 0.21493 -0.32576 7.44696
H -1.24302 0.08140 -4.63014
H -1.70209 2.78485 0.25997
H -1.88894 1.12730 -6.74560
H -4.70269 2.18348 2.38935
H -0.47646 -6.07608 0.13226
H 0.24161 4.66355 -8.10441
H -1.22358 -1.47227 3.53217
H -4.00646 1.76962 3.97735
H -1.53886 -5.43265 2.32097
H -5.11563 0.64386 3.18213
```

=====

No. 5
C5H11NOS | ωB97M-V/def2-TZVPD

Output
**Strongest force on any atom**: 6.09 eV/A
**Energy relative to the best compared isomer or geometry (same formula, charge and spin)**: 142.27 kcal/mol
**HOMO-LUMO gap**: 9.53 eV
**Electronic energy**: -725.09816 Ha

The geometry in XYZ format:
```
19
C5H11NOS | OMol25 | ωB97M-V/def2-TZVPD
S 1.02059 -0.07643 -1.71963
O -0.95637 1.73390 -0.53843
N -0.83687 -0.96257 1.53125
C -1.56728 0.60531 -1.14308
C 1.62202 0.72957 0.96231
C 1.27592 -0.47247 0.25996
C -0.71695 -0.66656 -1.07827
C -0.10457 -1.14783 0.27775
H 2.56955 0.56341 1.96387
H -1.82996 0.87374 -2.20856
H -1.98394 -1.23644 1.11369
H 2.23497 -1.18315 0.17923
H -2.63032 0.51633 -0.81914
H 0.33033 1.64925 -0.54619
H 0.86130 1.45455 1.30673
H -1.08810 -1.40474 -1.68771
H 0.07720 -2.23758 0.05202
H 2.36606 1.17975 0.25128
H -0.64360 0.08198 1.84294
```

=====

Look up the electronic energy of the second one. -2707.62989 Ha

=====

Copy entry 3 word for word.
C6H17N2 | ωB97M-V/def2-TZVPD

Output
**SMILES**: CC(C)C[NH2+]CCN
**Strongest force on any atom**: 3.02 eV/A
**Total charge**: +1
**Energy relative to the best compared isomer or geometry (same formula, charge and spin)**: 31.53 kcal/mol
**HOMO-LUMO gap**: 10.68 eV
**Electronic energy**: -348.04061 Ha

The geometry in XYZ format:
```
25
C6H17N2 | OMol25 | ωB97M-V/def2-TZVPD
N -2.87962 0.81030 -1.07619
N -0.46828 0.49824 0.20416
C -1.64924 0.64389 1.17701
C 2.03413 0.29926 -1.25977
C 2.75316 -1.59007 0.37143
C 1.91855 -0.33371 0.13170
C 0.41483 -0.73194 0.27808
C -3.01209 0.68162 0.33121
H 1.39607 1.17080 -1.17874
H 0.17707 -1.09005 1.30103
H -1.55010 -0.18588 1.88831
H 3.24583 -1.61347 1.35334
H 1.66931 -0.35227 -2.05787
H 2.30265 -2.56064 0.17735
H 2.22949 0.38001 0.91810
H -2.90936 1.74508 -1.43076
H -3.42190 -0.30613 0.66904
H 2.99530 0.63130 -1.63111
H -3.05219 -0.05260 -1.55086
H -0.69808 0.71826 -0.77524
H -0.01210 1.39874 0.38478
H -1.56488 1.59078 1.71191
H -3.66272 1.39163 0.82282
H 0.16357 -1.50123 -0.42730
H 3.58061 -1.64192 -0.33243
```